ORCA calculation (wB97M-V/def2-TZVPD) on a 2-piece molecular cluster, C32H52FIN3O2 overall at a distorted geometry.

Lowest unoccupied orbital energy   -2.37 eV
Max |F|   0.023 Eh/bohr
Charge   +1
Kohn-Sham gap   7.99 eV

Geometry (Å):
C -0.980 -0.338 2.225
C -2.105 -0.752 2.817
C -2.979 -1.849 2.234
C -3.004 -1.814 0.720
C -2.137 -2.687 0.000
C -1.153 -3.647 0.646
O -1.529 -4.995 0.498
C -2.582 -5.398 1.365
C -2.082 -5.650 2.801
C -2.171 -2.694 -1.367
C -3.016 -1.846 -2.087
N -3.005 -1.902 -3.461
C -3.804 -1.086 -4.056
O -3.896 -1.103 -5.403
C -3.209 -0.016 -6.066
C -2.647 -0.531 -7.375
C -1.676 0.487 -7.984
C -0.278 0.413 -7.365
C -4.617 -0.155 -3.319
F -5.395 0.664 -4.023
N -4.642 -0.074 -2.048
C -3.838 -0.962 -1.376
C -3.843 -0.956 0.038
C -4.740 -0.005 0.781
I -6.829 -0.337 0.337
C -4.350 1.474 0.583
C -4.336 2.221 1.921
H -0.328 -1.012 1.679
H -0.683 0.706 2.253
H -2.436 -0.291 3.742
H -2.646 -2.838 2.550
H -3.992 -1.761 2.623
H -0.198 -3.532 0.130
H -0.972 -3.379 1.692
H -2.963 -6.324 0.944
H -3.390 -4.661 1.360
H -2.430 -4.871 3.479
H -2.425 -6.622 3.145
H -0.993 -5.639 2.797
H -1.522 -3.361 -1.921
H -2.397 0.353 -5.437
H -3.942 0.769 -6.258
H -3.457 -0.714 -8.082
H -2.161 -1.495 -7.209
H -2.088 1.488 -7.825
H -1.593 0.328 -9.058
H -0.323 0.542 -6.284
H 0.195 -0.535 -7.616
H 0.339 1.215 -7.772
H -4.701 -0.211 1.843
H -3.331 1.518 0.192
H -5.043 1.982 -0.081
H -5.342 2.408 2.298
H -3.790 3.161 1.849
H -3.821 1.623 2.678
C 3.412 4.745 3.414
C 3.214 4.146 2.022
C 2.703 2.699 2.023
C 3.534 1.625 2.716
N 4.733 1.008 2.018
C 5.744 1.999 1.510
C 6.433 2.515 2.754
C 6.574 1.261 3.631
C 5.520 0.275 3.104
C 4.386 -0.023 0.969
C 3.520 0.438 -0.200
C 2.038 0.097 -0.027
H 4.036 4.123 4.058
H 3.893 5.719 3.341
H 2.453 4.884 3.915
H 4.126 4.258 1.434
H 2.468 4.746 1.498
H 2.455 2.414 1.003
H 1.744 2.703 2.549
H 2.899 0.768 2.940
H 3.892 2.006 3.671
H 6.442 1.441 0.886
H 5.262 2.754 0.899
H 5.822 3.266 3.253
H 7.389 2.982 2.529
H 6.433 1.484 4.686
H 7.565 0.824 3.531
H 4.820 -0.077 3.857
H 5.993 -0.584 2.635
H 3.916 -0.851 1.501
H 5.347 -0.372 0.594
H 3.878 -0.084 -1.088
H 3.668 1.498 -0.409
H 1.872 -0.969 -0.186
H 1.425 0.638 -0.747
H 1.668 0.336 0.971